{"formula": "C18H33N6OReS3", "method": "ωB97M-V with the def2-TZVPD basis set", "elements": ["Re", "C", "C", "N", "C", "S", "N", "N", "C", "C", "C", "C", "C", "C", "C", "N", "H", "H", "H", "H", "H", "H", "H", "H", "H", "H", "H", "H", "H", "C", "C", "N", "C", "C", "S", "C", "C", "N", "H", "H", "H", "H", "H", "H", "H", "H", "H", "H", "H", "H", "H", "H", "C", "S", "C", "O", "H", "H", "H", "H", "H", "H"], "xyz": [[0.4486, -0.0832, -0.2256], [-5.6758, 1.9172, -0.0573], [-4.3580, 2.6606, 0.0767], [-3.3139, 2.0772, -0.7884], [-2.4076, 1.2086, -0.3779], [-1.4267, 0.3593, -1.6003], [-2.2113, 0.9216, 0.8815], [-1.2652, -0.0874, 0.9654], [-1.4616, -1.0618, 1.7969], [-2.6307, -1.1533, 2.7077], [-0.4536, -2.1320, 1.7179], [-0.4793, -3.2633, 2.5098], [0.4738, -4.2556, 2.3010], [1.4133, -4.0891, 1.2963], [1.3846, -2.9308, 0.5395], [0.4854, -1.9614, 0.7510], [-6.4667, 2.4800, 0.4358], [-5.6236, 0.9293, 0.4003], [-5.9593, 1.8006, -1.1037], [-3.9784, 2.6289, 1.0953], [-4.4581, 3.7069, -0.2081], [-3.4163, 2.2056, -1.7852], [-3.3504, -0.3722, 2.4901], [-2.3072, -1.0517, 3.7475], [-3.1060, -2.1302, 2.6087], [-1.2360, -3.3763, 3.2731], [0.4715, -5.1499, 2.9101], [2.1591, -4.8447, 1.0933], [2.0850, -2.7665, -0.2683], [1.4328, 2.3430, 1.5570], [0.6713, 2.9361, 0.3991], [0.8015, 2.0511, -0.7900], [2.0133, 2.2792, -1.6253], [3.2731, 1.6772, -1.0344], [2.9422, -0.0187, -0.4136], [3.4649, 0.0684, 1.3374], [2.2726, 0.1468, 2.2864], [1.1291, 0.8756, 1.6584], [2.5057, 2.4609, 1.4371], [1.1651, 2.8308, 2.4947], [-0.3914, 2.9933, 0.6378], [1.0272, 3.9438, 0.1764], [0.0168, 2.2700, -1.3983], [1.8047, 1.8315, -2.5980], [2.1633, 3.3499, -1.7845], [4.0434, 1.5884, -1.7989], [3.6910, 2.2661, -0.2221], [4.0648, -0.8165, 1.5423], [4.1319, 0.9250, 1.4183], [1.9278, -0.8495, 2.5545], [2.5637, 0.6542, 3.2089], [0.3476, 0.7918, 2.3052], [-0.3808, -1.9906, -4.1756], [0.8802, -0.9715, -3.4294], [2.3328, -1.8748, -3.9324], [0.7854, -1.3069, -1.8999], [-0.2116, -1.9934, -5.2531], [-1.3474, -1.5449, -3.9553], [-0.3024, -2.9970, -3.7671], [2.4309, -1.7536, -5.0121], [2.2226, -2.9251, -3.6691], [3.1924, -1.4270, -3.4379]], "atomic_forces_ev_per_a": [[-0.1, 0.0, 0.1], [0.0, 0.0, 0.0], [0.0, 0.0, 0.0], [0.0, 0.0, -0.1], [-0.1, 0.1, 0.0], [0.0, 0.0, -0.1], [0.1, -0.1, 0.1], [-0.2, 0.0, 0.1], [0.1, 0.0, 0.0], [0.0, 0.0, 0.0], [0.0, 0.0, 0.1], [0.0, 0.0, 0.0], [0.0, 0.0, 0.0], [0.0, 0.0, 0.0], [0.1, -0.1, 0.0], [-0.1, 0.1, -0.1], [0.0, 0.0, 0.0], [0.0, 0.0, 0.0], [0.0, 0.0, 0.0], [0.0, 0.0, 0.0], [0.0, 0.0, 0.0], [0.0, 0.0, 0.0], [0.0, 0.0, 0.0], [0.0, 0.0, 0.0], [0.0, 0.0, 0.0], [0.0, 0.0, 0.0], [0.0, 0.0, 0.0], [0.0, 0.0, 0.0], [0.0, 0.0, 0.0], [0.0, 0.0, 0.0], [0.0, 0.0, 0.0], [0.1, 0.0, 0.0], [0.0, 0.0, 0.0], [0.0, 0.0, 0.0], [0.2, 0.0, 0.0], [0.0, 0.1, 0.0], [0.0, 0.0, 0.0], [0.0, 0.1, 0.1], [0.0, 0.0, 0.0], [0.0, 0.0, 0.0], [0.0, 0.0, 0.0], [0.0, 0.0, 0.0], [0.0, 0.0, 0.0], [0.0, 0.0, 0.0], [0.0, 0.0, 0.0], [0.0, 0.0, 0.0], [0.0, 0.0, 0.0], [0.0, 0.0, 0.0], [0.0, 0.0, 0.0], [0.0, 0.0, 0.0], [0.0, 0.0, 0.0], [0.0, 0.0, 0.0], [0.0, 0.0, 0.1], [-0.1, -0.1, -0.2], [0.0, 0.1, 0.0], [0.2, 0.0, 0.0], [0.0, 0.0, 0.0], [0.0, 0.0, 0.0], [0.0, 0.0, 0.0], [0.0, 0.0, 0.0], [0.0, 0.0, 0.0], [0.0, 0.0, 0.0]], "homo_ev": [-17.09, -17.13], "orbital_gap_ev": [7.74, 6.50], "multiplicity": 2, "relative_energy_ev": 0.000, "total_charge": 3}

***

{"formula": "C18H34BINO13P", "method": "ωB97M-V with the def2-TZVPD basis set", "elements": ["C", "O", "C", "C", "C", "C", "O", "O", "C", "C", "C", "C", "I", "B", "O", "O", "C", "P", "N", "O", "O", "H", "H", "H", "H", "H", "H", "H", "H", "H", "H", "H", "H", "H", "H", "H", "H", "H", "H", "H", "H", "H", "H", "C", "C", "C", "O", "C", "O", "O", "H", "H", "H", "H", "H", "H", "C", "C", "C", "O", "C", "O", "O", "H", "H", "H", "H", "H", "H"], "xyz": [[-0.8383, -3.1582, 1.9355], [0.3873, -2.5280, 2.3607], [0.9016, -1.5940, 1.3887], [1.3989, -0.2586, 2.1203], [0.5352, 0.1762, 3.3895], [-1.0373, 0.2395, 3.1483], [-1.7556, 0.4521, 4.1646], [-1.6915, 0.0217, 1.9017], [-2.3794, 1.1899, 1.4035], [-3.8365, 1.4530, 2.0257], [-4.7884, 0.1667, 2.0954], [-6.2773, 0.6634, 1.6468], [-5.0623, -0.5756, 4.1631], [-2.6090, 0.9080, -0.2169], [-3.7522, 1.3917, -0.9375], [-1.5443, 0.1410, -0.8478], [-0.7614, 0.9952, -1.7463], [-1.4167, 2.8116, 1.5101], [0.0907, 2.6623, 1.0046], [-1.4354, 3.4337, 3.1101], [-2.2144, 3.9222, 0.4866], [-0.7223, -4.2403, 1.5868], [-1.5190, -3.2021, 2.8690], [-1.4268, -2.5852, 1.1467], [1.8187, -2.0364, 0.8396], [0.1658, -1.2865, 0.5750], [1.5420, 0.5626, 1.3370], [2.4689, -0.4911, 2.5210], [0.6944, -0.5360, 4.2805], [0.8560, 1.2152, 3.7477], [-4.2849, 2.3434, 1.4579], [-3.6844, 1.8208, 3.1047], [-4.4915, -0.6900, 1.4067], [-6.4997, 0.3986, 0.5504], [-7.0981, 0.1559, 2.2753], [-6.4216, 1.7872, 1.7766], [-4.3447, 0.6227, -1.1218], [-1.1053, 2.0756, -1.5413], [0.3650, 0.8790, -1.6275], [-1.0072, 0.6738, -2.8245], [0.2647, 3.2662, 0.1797], [-0.4871, 3.6059, 3.3408], [-1.7034, 3.9865, -0.3531], [-0.6760, -2.7808, -6.9250], [-0.3913, -2.1057, -5.6007], [-1.3787, -1.0313, -5.2486], [-0.6045, -0.1630, -4.4281], [0.6939, -0.3099, -4.8215], [1.5866, 0.4104, -4.4851], [0.8363, -1.3824, -5.6496], [-0.5707, -2.0780, -7.7556], [0.0441, -3.5833, -7.1020], [-1.6818, -3.2069, -6.9444], [-0.3133, -2.8540, -4.8044], [-2.2375, -1.4200, -4.6990], [-1.7362, -0.4648, -6.1145], [7.5369, 0.9844, 0.7253], [6.4698, -0.0884, 0.6914], [5.1356, 0.3741, 1.2002], [4.5589, -0.8324, 1.6871], [5.5965, -1.6433, 2.0436], [5.4799, -2.6518, 2.6738], [6.7835, -1.1489, 1.5894], [7.7630, 1.2820, 1.7525], [8.4682, 0.6041, 0.2984], [7.2303, 1.8664, 0.1583], [6.3894, -0.5094, -0.3169], [4.5181, 0.8077, 0.4118], [5.2059, 1.0853, 2.0298]], "atomic_forces_ev_per_a": [[-1.4, -0.6, 1.0], [-0.9, 0.4, -1.7], [1.1, 1.1, -0.6], [1.4, -0.8, 0.5], [-0.2, -0.3, -1.1], [-2.0, 0.4, 4.4], [2.5, -0.6, -4.0], [1.4, 1.4, 1.0], [-2.3, 0.7, -0.3], [0.8, 0.1, 1.5], [-1.5, 1.5, -1.1], [-0.5, -0.5, 0.1], [0.5, 0.1, -1.0], [1.4, -0.8, -1.2], [1.0, -1.7, 1.3], [-1.4, 1.7, 0.9], [-0.7, 0.3, -1.3], [2.5, 1.8, -0.5], [-1.6, 0.4, 0.1], [0.0, -1.1, -2.6], [0.5, -1.6, 1.3], [0.3, 1.4, 0.3], [1.0, 0.0, -1.4], [1.0, -0.5, 0.9], [-1.3, 0.5, 0.9], [0.5, -0.7, 1.3], [-0.6, -1.0, 1.2], [-2.0, 0.5, -0.6], [-0.4, 1.0, -1.6], [-0.6, -1.4, -0.6], [0.4, -1.6, 0.5], [-0.3, -0.5, -1.5], [-0.1, 1.0, 1.2], [0.5, 0.5, 1.5], [1.3, 0.7, -1.1], [0.4, -1.5, -0.1], [0.6, 0.9, -0.2], [1.0, -1.4, -0.7], [-1.6, 0.1, 0.4], [0.3, 1.1, 2.2], [0.1, -0.6, 0.8], [-1.0, -0.2, -0.5], [-0.4, -0.1, 0.9], [0.4, -0.1, -0.2], [-0.4, -0.8, -0.8], [-0.7, -0.1, 0.1], [0.6, -0.3, -0.8], [0.9, 0.5, 0.1], [-0.7, -0.5, -0.2], [-0.1, 0.6, 0.6], [-0.1, 0.1, 0.2], [-0.1, 0.0, 0.1], [0.1, 0.0, 0.1], [0.0, 0.1, 0.0], [0.1, 0.2, 0.1], [0.1, -0.1, -0.1], [0.4, -0.2, 0.1], [0.7, 0.9, -0.3], [-0.5, 0.4, -0.3], [0.5, -0.4, 0.1], [0.0, -0.9, 0.6], [0.1, 0.7, -0.5], [-0.6, -0.3, 0.2], [-0.2, 0.0, 0.0], [-0.1, 0.1, 0.0], [0.0, -0.1, 0.0], [-0.1, 0.0, 0.1], [-0.1, -0.2, 0.1], [0.2, 0.0, -0.1]], "homo_ev": -8.94, "smiles": "COCCCC(=O)O[C@](C[C@H](C)I)(B(O)OC)P(=N)(O)O.C[C@@H]1COC(=O)O1.C[C@@H]1COC(=O)O1", "orbital_gap_ev": 8.91, "relative_energy_ev": 0.000, "total_charge": 0}

***

{"formula": "C18H34CaN2O9P2S", "method": "ωB97M-V with the def2-TZVPD basis set", "elements": ["Ca", "C", "C", "C", "C", "C", "C", "C", "C", "C", "H", "H", "H", "H", "H", "H", "H", "H", "H", "H", "H", "H", "C", "O", "C", "C", "O", "C", "C", "O", "C", "H", "H", "H", "H", "H", "H", "H", "H", "H", "H", "H", "H", "H", "H", "N", "C", "C", "P", "O", "O", "O", "P", "O", "O", "O", "H", "H", "H", "H", "H", "H", "H", "H", "S", "C", "N"], "xyz": [[0.3610, -0.0885, 0.1669], [-1.8378, 3.1961, -0.9855], [-0.3436, 3.0495, -0.9059], [0.2692, 2.8815, 0.3397], [1.6498, 2.7462, 0.4542], [2.3128, 2.6219, 1.7955], [2.4150, 2.7425, -0.7155], [1.8336, 2.9166, -1.9626], [2.6782, 2.9318, -3.2048], [0.4506, 3.0809, -2.0412], [-2.3349, 2.3770, -0.4621], [-2.1803, 3.2100, -2.0212], [-2.1639, 4.1273, -0.5184], [-0.3430, 2.8516, 1.2366], [2.8418, 3.5475, 2.0335], [3.0351, 1.8050, 1.7896], [1.5830, 2.4240, 2.5775], [3.4865, 2.5920, -0.6369], [3.1374, 3.9103, -3.3597], [2.0839, 2.7070, -4.0912], [3.4877, 2.2034, -3.1403], [-0.0156, 3.2032, -3.0140], [-2.7285, -2.4820, -1.0281], [-2.1906, -1.2460, -1.4234], [-1.8976, -1.2056, -2.7972], [-1.1156, 0.0659, -3.0315], [0.1314, 0.0801, -2.3605], [1.2223, -0.5451, -3.0195], [1.3061, -2.0409, -2.7296], [0.7771, -2.2786, -1.4427], [1.2663, -3.5037, -0.9016], [-3.6104, -2.7405, -1.6269], [-3.0361, -2.3738, 0.0082], [-1.9817, -3.2793, -1.1002], [-2.8249, -1.1797, -3.3873], [-1.3331, -2.0969, -3.0959], [-1.6830, 0.9025, -2.6176], [-0.9616, 0.2540, -4.0993], [2.1099, -0.0479, -2.6285], [1.1649, -0.3500, -4.0959], [2.3604, -2.3373, -2.7651], [0.7657, -2.6445, -3.4725], [2.3574, -3.4785, -0.8411], [0.9523, -4.3442, -1.5321], [0.8538, -3.5956, 0.0975], [-2.2101, -2.0075, 3.1253], [-1.2856, -0.8608, 3.4835], [-1.3010, -0.6480, 4.9836], [-1.9374, 0.6426, 2.5484], [-3.5283, 0.3554, 2.7885], [-1.5352, 1.8898, 3.2182], [-1.6641, 0.3447, 1.1077], [0.3237, -1.3627, 2.7294], [1.0949, -2.1771, 3.8313], [0.9974, -0.0832, 2.3433], [-0.1059, -2.1763, 1.5267], [-3.1714, -1.6714, 3.0156], [-2.1846, -2.7330, 3.8407], [-1.8242, -2.3948, 2.2384], [-2.2923, -0.3540, 5.3356], [-0.6123, 0.1608, 5.2217], [-0.9714, -1.5432, 5.5167], [-3.9741, 1.1089, 3.1888], [1.9867, -2.4273, 3.4774], [3.2928, -0.5742, -0.1377], [3.3246, -1.6647, 1.1348], [3.2667, -2.3934, 2.0384]], "atomic_forces_ev_per_a": [[0.1, -0.4, -0.9], [-0.1, 0.0, 0.0], [0.0, 0.0, 0.0], [0.0, -0.1, 0.1], [0.0, 0.0, -0.1], [0.0, 0.0, 0.0], [0.0, 0.0, 0.0], [-0.1, 0.0, 0.1], [0.1, 0.0, -0.1], [0.0, 0.0, 0.0], [0.0, 0.0, 0.0], [0.0, 0.0, 0.0], [0.0, 0.0, 0.0], [0.0, 0.1, 0.0], [0.0, 0.0, 0.0], [0.0, 0.0, 0.0], [0.0, 0.0, 0.0], [0.0, 0.0, 0.0], [0.0, 0.0, 0.0], [0.0, 0.0, 0.0], [0.0, 0.0, 0.0], [0.0, 0.0, 0.0], [0.0, 0.0, 0.1], [0.1, 0.1, 0.0], [0.0, 0.0, 0.0], [-0.1, 0.1, -0.1], [0.0, 0.1, 0.2], [0.1, 0.1, 0.0], [0.0, 0.0, 0.0], [0.0, 0.0, 0.1], [0.0, 0.0, 0.0], [0.0, 0.0, 0.0], [0.0, 0.0, 0.1], [0.0, 0.0, 0.0], [0.0, 0.0, 0.0], [0.0, 0.0, 0.0], [0.0, 0.0, 0.0], [0.0, -0.1, 0.0], [0.0, 0.0, 0.0], [0.0, -0.1, 0.0], [0.0, 0.0, 0.0], [0.0, 0.0, 0.0], [0.0, 0.0, 0.0], [0.0, 0.0, 0.0], [0.0, 0.0, 0.0], [-0.2, -0.2, 0.0], [-0.1, -0.2, 0.2], [0.1, 0.1, 0.0], [0.4, -0.2, 0.4], [-0.2, -0.2, -0.1], [-0.1, 0.1, 0.0], [-0.2, 0.1, -0.3], [0.1, 0.8, -0.2], [-0.1, -0.2, 0.2], [0.2, 0.2, 0.3], [-0.2, -0.2, 0.0], [0.0, 0.0, 0.0], [0.0, 0.0, 0.0], [0.0, 0.1, 0.0], [0.0, 0.0, 0.0], [0.0, 0.0, 0.0], [0.0, 0.0, 0.0], [0.1, 0.1, 0.1], [0.0, 0.0, -0.1], [0.2, -0.2, 0.2], [-0.3, 0.3, -0.2], [0.0, -0.1, 0.1]], "homo_ev": -7.78, "orbital_gap_ev": 7.84, "relative_energy_ev": 0.333, "total_charge": 0}

***

{"formula": "C18H34CeN4O10Se", "method": "ωB97M-V with the def2-TZVPD basis set", "elements": ["Ce", "C", "C", "O", "C", "C", "O", "C", "C", "O", "C", "C", "O", "H", "H", "H", "H", "H", "H", "H", "H", "H", "H", "H", "H", "H", "H", "H", "H", "N", "C", "C", "C", "N", "H", "H", "H", "H", "H", "H", "H", "H", "H", "H", "O", "Se", "O", "O", "O", "O", "C", "N", "C", "O", "C", "C", "C", "C", "N", "C", "H", "H", "H", "H", "H", "H", "H", "H"], "xyz": [[-1.0346, 0.8531, -0.1687], [0.3836, 0.3606, 3.2177], [1.6381, 1.0529, 2.7421], [1.5120, 1.2616, 1.3470], [2.5856, 2.0191, 0.8151], [2.2605, 2.3766, -0.6154], [0.9102, 2.8179, -0.7524], [0.6978, 4.1367, -0.2289], [-0.7355, 4.2372, 0.2065], [-1.0497, 3.1234, 1.0509], [-0.8672, 3.2892, 2.4543], [-1.3855, 2.0375, 3.1110], [-0.7744, 0.8593, 2.5664], [0.2888, 0.4651, 4.2983], [0.4265, -0.7024, 2.9886], [2.5081, 0.4287, 2.9647], [1.7798, 2.0160, 3.2408], [3.5189, 1.4476, 0.8359], [2.7329, 2.9103, 1.4306], [2.3650, 1.5041, -1.2518], [2.9542, 3.1410, -0.9710], [0.9186, 4.8782, -0.9974], [1.3690, 4.3043, 0.6154], [-1.3969, 4.1635, -0.6461], [-0.9276, 5.1793, 0.7174], [-1.4546, 4.1399, 2.8062], [0.1858, 3.4729, 2.6784], [-2.4410, 1.9404, 2.8896], [-1.2499, 2.0717, 4.1917], [-0.8576, 0.6469, -2.7992], [-1.0464, -0.4625, -3.7663], [-2.0531, -1.4945, -3.2990], [-1.6627, -2.2823, -2.0565], [-1.8382, -1.5156, -0.8023], [-1.7524, 1.1084, -2.6736], [-0.2753, 1.3608, -3.2241], [-0.0783, -0.9437, -3.9125], [-1.3596, -0.0729, -4.7338], [-2.1926, -2.2030, -4.1175], [-3.0192, -1.0149, -3.1319], [-0.6151, -2.5882, -2.1287], [-2.2629, -3.1906, -2.0175], [-1.7997, -2.1604, -0.0160], [-2.7948, -1.1541, -0.8161], [-4.8824, 2.4436, 0.0700], [-3.7167, 1.4410, -0.3756], [-4.0595, 0.2117, -1.3823], [-2.9035, 0.7317, 0.9190], [-2.4285, 2.2422, -1.1251], [-1.0966, -3.8261, 1.3339], [-0.1628, -4.7448, 0.7650], [1.1299, -4.7843, 1.3877], [2.2309, -4.0125, 1.0911], [3.3132, -4.2198, 1.5910], [2.0899, -2.9593, 0.0239], [2.9246, -2.9668, -1.0853], [2.7859, -1.9615, -2.0286], [1.8389, -0.9724, -1.8148], [1.0712, -0.9310, -0.7269], [1.2061, -1.9113, 0.1634], [-1.4434, -4.1868, 2.1585], [-0.0516, -4.4461, -0.2712], [-0.5696, -5.7508, 0.7886], [1.3004, -5.4719, 2.1056], [3.6629, -3.7520, -1.1975], [3.3991, -1.9384, -2.9196], [1.6907, -0.1846, -2.5451], [0.5602, -1.8687, 1.0321]], "atomic_forces_ev_per_a": [[5.3, -1.0, 0.9], [-0.2, 0.1, 0.0], [0.1, 0.1, -0.1], [0.1, -0.1, -0.1], [0.0, -0.1, 0.1], [-0.2, 0.1, -0.1], [0.0, 0.0, -0.1], [0.2, -0.1, 0.0], [0.0, -0.2, 0.3], [-0.2, 0.3, 0.2], [0.1, 0.2, -0.2], [0.1, -0.2, 0.0], [-0.1, -0.1, 0.0], [0.0, 0.0, 0.1], [0.0, -0.1, -0.1], [0.1, 0.0, 0.0], [0.0, 0.1, 0.0], [0.0, 0.0, 0.0], [0.0, 0.1, 0.1], [-0.1, 0.0, -0.1], [0.0, 0.0, 0.0], [0.0, 0.1, -0.1], [0.0, 0.0, 0.0], [-0.2, 0.0, -0.1], [0.0, 0.1, 0.1], [0.0, 0.1, 0.0], [0.1, 0.0, 0.0], [-0.2, -0.1, 0.0], [0.1, 0.0, 0.1], [-0.1, -0.2, -0.3], [0.3, 0.0, 0.2], [-0.1, 0.0, 0.1], [0.2, 0.0, 0.1], [-0.3, -0.2, -0.2], [-0.4, 0.2, -0.3], [0.1, 0.1, 0.0], [0.1, 0.0, 0.0], [0.0, 0.0, -0.1], [0.0, 0.0, 0.0], [-0.1, 0.0, 0.0], [0.1, 0.0, 0.0], [-0.1, -0.1, 0.0], [0.1, -0.1, 0.0], [-0.2, -0.2, 0.0], [0.6, -0.3, 0.0], [-3.4, 0.6, -0.6], [0.0, 0.3, 0.2], [-1.2, 0.0, 0.4], [-0.9, 0.6, -0.4], [0.3, -0.1, 0.0], [-0.1, 0.1, 0.0], [0.1, 0.5, 0.1], [0.0, -0.5, -0.4], [-0.1, 0.1, 0.2], [0.0, -0.1, 0.2], [0.1, -0.1, -0.1], [0.1, -0.1, 0.0], [0.0, -0.1, 0.1], [0.1, 0.2, -0.1], [-0.3, 0.1, 0.0], [0.0, 0.0, -0.1], [0.0, 0.1, -0.1], [-0.1, -0.1, 0.0], [0.0, 0.0, 0.0], [0.0, 0.0, 0.0], [0.0, 0.0, 0.0], [0.0, 0.0, 0.0], [-0.1, 0.0, 0.1]], "homo_ev": [-11.06, -12.53], "orbital_gap_ev": [8.49, 9.96], "multiplicity": 2, "relative_energy_ev": 0.012, "total_charge": 1}

***

Question: Number 3 is which compound?
Answer: C18H34CaN2O9P2S